The following is a DFT calculation (ωB97M-V/def2-TZVPD) of a molecular structure, C3H3CdLiO4 in a non-equilibrium geometry.

E_LUMO ... -0.73 eV
F_max ... 2.3 eV/Å
Energy relative to the best compared isomer or geometry (same formula, charge and spin) ... 23.6 kcal/mol
Total charge ... 0
E_HOMO ... -4.76 eV

Element x y z (Å)
O1 -0.14472 0.51264 -0.99405
C1 -0.63139 1.51414 -0.41805
C2 -2.07728 1.34657 -0.00982
H1 -2.66902 2.04431 -0.62813
H2 -2.17919 1.67368 1.03986
C3 1.56706 -2.45718 0.06312
O2 0.42395 -2.45140 -0.17900
O3 2.65704 -2.22220 0.37616
Li1 -1.10542 -1.12506 -0.75534
Cd1 0.66801 3.41141 -0.23630
O4 -2.51399 0.00178 -0.17297
H3 -3.45273 -0.09091 0.00435

Force components x, y, z for each atom (eV/Å):
-0.1324 -0.4422 0.3114
-0.5437 -0.9776 -0.4841
0.0202 0.9211 0.3649
0.1292 -0.2286 0.1125
-0.0099 -0.1777 -0.2605
0.5110 2.1605 0.7072
-0.0287 -0.8867 -0.2895
-0.6364 -1.1515 -0.4739
0.3059 0.5175 -0.0467
0.8365 1.1653 0.1106
-0.4051 -0.9634 -0.1018
-0.0466 0.0631 0.0499